Computed, not measured: a cluster of 2 separate species, C3H8N2O2 in total, with the ωB97M-V functional and the def2-TZVPD basis.

The geometry in XYZ format:
```
15
Properties=species:S:1:pos:R:3:lowdin_charge:R:1
O -1.99107 1.45166 0.35116 0.03
C -0.78733 1.27801 0.16616 -0.28
N 0.08933 -1.99799 -0.67950 0.06
C 1.31646 -2.66647 -0.58445 -0.41
O 1.33688 -3.57735 0.56057 -0.11
C 0.14027 2.36080 0.05152 -0.05
N -0.38446 3.64062 0.24639 0.09
H -0.28759 -2.12932 -1.61679 0.02
H 2.16083 -1.99294 -0.37363 0.11
H 1.52850 -3.37019 -1.40485 0.11
H 0.56788 -3.30550 1.08322 0.06
H 1.15064 2.21734 0.42220 0.11
H -0.43313 0.25892 -0.01836 0.07
H -1.32656 3.61657 0.62229 0.09
H -0.32864 4.23280 -0.57205 0.11
```

Results
E_HOMO: -7.087 eV
Molar mass: 104.11 g mol⁻¹
Max |F|: 2.4 eV/A
ΔE to the lowest compared entry with this formula, charge and spin: 7.917 eV
HOMO-LUMO gap: 3.2 eV